{"formula": "C15H56O15", "method": "ωB97M-V/def2-TZVPD", "symbols": ["C", "O", "H", "H", "H", "H", "C", "O", "H", "H", "H", "H", "C", "O", "H", "H", "H", "H", "C", "O", "H", "H", "H", "H", "C", "O", "H", "H", "H", "H", "C", "O", "H", "H", "H", "H", "C", "O", "H", "H", "H", "H", "C", "O", "H", "H", "H", "H", "C", "O", "H", "H", "H", "H", "C", "O", "H", "H", "H", "H", "C", "O", "H", "H", "H", "H", "C", "C", "O", "O", "H", "H", "H", "H", "H", "H", "C", "C", "O", "O", "H", "H", "H", "H", "H", "H"], "coordinates": [[-2.95647, 0.01619, 2.37339], [-4.10917, -0.70254, 2.61491], [-2.07200, -0.60148, 2.52928], [-3.02308, 0.09938, 1.28861], [-2.86948, 0.99525, 2.84454], [-3.99771, -1.56501, 2.20831], [3.01375, 0.18747, -2.95122], [4.04892, 0.58180, -3.82895], [2.25194, -0.20925, -3.62231], [3.31267, -0.60819, -2.26883], [2.71094, 0.93321, -2.21618], [3.65244, 0.69820, -4.69547], [-0.61963, -2.65447, -0.48766], [-1.46227, -1.55329, -0.54577], [0.41287, -2.34345, -0.32857], [-0.96556, -3.26132, 0.34910], [-0.73416, -3.31943, -1.34370], [-2.36097, -1.77550, -0.79986], [2.92530, -4.68980, 0.66947], [2.56145, -5.19188, 1.92154], [2.97548, -3.60154, 0.63390], [3.86521, -5.16716, 0.39232], [2.13929, -4.94708, -0.04053], [3.28519, -5.20884, 2.55202], [-1.25947, 1.20898, -3.01987], [-1.78742, 1.77838, -4.19050], [-1.84164, 0.43745, -2.51597], [-0.34237, 0.63293, -3.14320], [-1.12191, 1.96587, -2.24766], [-1.04228, 1.96736, -4.76551], [1.23278, 4.99843, 1.34612], [1.35199, 6.38632, 1.20796], [0.79523, 4.62147, 0.42170], [2.16471, 4.50412, 1.62049], [0.50242, 4.82862, 2.13722], [0.48122, 6.78924, 1.23958], [1.10967, 0.05522, 0.78007], [0.27767, 0.73276, -0.13019], [2.12406, 0.03699, 0.38160], [1.26035, 0.69376, 1.65051], [0.76149, -0.91793, 1.12625], [-0.46792, 0.13641, -0.23044], [4.88438, -1.60201, 3.34337], [6.15347, -2.16203, 2.92184], [5.09962, -1.43565, 4.39887], [4.63952, -0.68450, 2.80828], [4.08085, -2.33735, 3.38480], [6.48168, -2.72741, 3.62484], [-5.35504, -1.43393, -0.21813], [-4.37668, -2.43073, -0.32404], [-4.88696, -0.49542, 0.07886], [-5.80832, -1.18873, -1.17860], [-6.02881, -1.53511, 0.63269], [-4.21636, -2.83783, 0.53046], [-0.46690, 2.69053, 3.85742], [-0.72811, 1.54247, 4.61644], [0.57406, 2.60810, 3.54485], [-1.07878, 2.80327, 2.96244], [-0.58103, 3.60986, 4.43179], [-0.54113, 1.68376, 5.54739], [2.79723, 0.30243, 6.35428], [4.21920, -0.00037, 6.25678], [2.44906, 0.30642, 7.38717], [2.62950, 1.30658, 5.96487], [2.20145, -0.44417, 5.82918], [4.61595, 0.25934, 7.09149], [-4.32116, 2.83776, -1.80188], [-5.73014, 3.27418, -1.36642], [-5.90307, 4.62626, -1.29849], [-4.21134, 2.74308, -3.19722], [-4.28941, 1.80867, -1.44401], [-3.57785, 3.42516, -1.26284], [-5.87631, 2.80600, -0.39301], [-6.42358, 2.92868, -2.13315], [-5.67635, 4.99105, -2.15705], [-3.29899, 2.64097, -3.47792], [1.30903, -3.15445, -4.82823], [2.38693, -2.32764, -5.63234], [1.73850, -1.10717, -5.92486], [0.13772, -3.51265, -5.57612], [0.98020, -2.55937, -3.97627], [1.82491, -4.03233, -4.43927], [2.66162, -2.82817, -6.56084], [3.30256, -2.04179, -5.11463], [2.37211, -0.57833, -6.41523], [-0.34663, -2.70535, -5.76388]], "lowdin_charge": [-0.166, -0.114, 0.086, 0.060, 0.080, 0.057, -0.163, -0.112, 0.055, 0.074, 0.075, 0.059, -0.151, -0.139, 0.067, 0.084, 0.086, 0.062, -0.176, -0.122, 0.066, 0.083, 0.075, 0.074, -0.158, -0.106, 0.072, 0.075, 0.081, 0.095, -0.170, -0.121, 0.079, 0.086, 0.059, 0.076, -0.164, -0.121, 0.071, 0.066, 0.072, 0.025, -0.134, -0.142, 0.056, 0.083, 0.064, 0.063, -0.159, -0.110, 0.052, 0.092, 0.090, 0.078, -0.185, -0.122, 0.065, 0.074, 0.080, 0.077, -0.132, -0.138, 0.072, 0.069, 0.077, 0.068, -0.261, -0.285, -0.048, -0.057, 0.095, 0.125, 0.119, 0.122, 0.094, 0.033, -0.213, -0.222, -0.098, -0.059, 0.102, 0.115, 0.116, 0.109, 0.082, 0.079], "total_charge": 0, "orbital_gap_ev": 9.78, "relative_energy_ev": 0.000, "homo_energy_ev": -9.551}